(1)
Here is a cluster of 12 separate species, C4H30F6O11P in total from the Open Molecules 2025 dataset. Energies are from ωB97M-V/def2-TZVPD.

Each line ends with the Mulliken charge.
Geometry (Å):
P1 0.30670 -0.94136 0.69388  1.572
F1 -0.61392 -0.90571 1.99235  -0.433
F2 1.30695 -2.01273 1.36206  -0.393
F3 -0.60062 -2.12755 0.03929  -0.472
F4 1.27137 -0.98339 -0.61253  -0.447
F5 -0.68677 0.11969 -0.04255  -0.387
F6 1.23720 0.27677 1.28061  -0.216
C1 -2.95963 -1.04635 -2.14343  -0.947
C2 -1.89855 -0.64389 -3.15045  -0.083
O1 -1.08049 0.42326 -2.70403  -0.579
H1 -2.58590 -1.07624 -1.12250  0.085
H2 -3.22739 -2.08651 -2.36215  0.371
H3 -3.90087 -0.50392 -2.24263  0.303
H4 -2.32627 -0.48212 -4.14223  0.389
H5 -1.28798 -1.54442 -3.31895  0.122
H6 -0.94222 0.29112 -1.74384  0.363
C3 -3.34257 1.19029 1.64946  -1.013
C4 -2.24869 2.16960 1.96995  0.385
O2 -2.36021 2.61267 3.33237  -0.570
H7 -3.25329 0.27790 2.24509  0.273
H8 -3.21597 0.80174 0.63546  0.140
H9 -4.33978 1.62383 1.70239  0.380
H10 -2.43623 2.99625 1.27543  0.239
H11 -1.28144 1.74040 1.72057  -0.146
H12 -1.67238 3.27858 3.43254  0.304
O3 1.82091 0.85760 -3.15897  -0.681
H13 2.12021 0.31928 -2.41600  0.324
H14 0.89536 0.60161 -3.28862  0.356
O4 3.62667 2.26355 2.06744  -0.676
H15 4.33270 1.83602 2.55963  0.278
H16 3.62432 1.80264 1.19850  0.349
O5 -0.85327 -4.32569 -1.65126  -0.672
H17 -0.04057 -4.52131 -2.11582  0.318
H18 -0.70081 -3.44354 -1.28580  0.429
O6 -1.50164 3.07445 -2.02441  -0.734
H19 -0.69521 2.98972 -1.46861  0.377
H20 -1.68752 2.17373 -2.36191  0.420
O7 0.80146 3.29971 -0.50603  -0.705
H21 0.83576 2.67816 0.23231  0.307
H22 0.45795 4.11784 -0.12784  0.302
O8 2.08902 -0.43604 4.03346  -0.742
H23 2.20633 0.43972 4.41328  0.287
H24 1.38098 -0.31992 3.38112  0.323
O9 1.26121 -3.16274 -3.00508  -0.565
H25 1.43533 -3.55491 -3.86797  0.264
H26 1.36393 -2.21276 -3.14264  0.270
O10 2.94765 -3.12388 4.02700  -0.643
H27 2.76226 -2.16610 3.98014  0.398
H28 2.85470 -3.34133 4.95825  0.285
O11 3.70347 0.61018 -0.14370  -0.717
H29 4.13540 -0.19804 -0.43738  0.343
H30 2.96239 0.29415 0.40476  0.266

Cartesian forces, eV/Å:
0.63 -1.53 -0.56
0.04 0.17 0.22
-0.46 0.20 0.30
0.15 0.22 0.38
-0.28 0.41 -0.46
0.34 0.51 0.25
-0.48 0.24 0.00
-0.59 -0.78 -0.51
0.23 -1.35 0.23
-0.21 0.00 -0.19
-0.01 0.31 0.02
0.02 0.00 0.01
0.21 0.41 0.29
-0.01 0.78 0.15
0.25 0.15 0.20
0.08 0.03 -0.50
0.16 -1.10 -0.17
-0.87 0.36 -0.59
0.36 -0.08 -0.48
-0.24 0.22 0.36
0.09 0.36 -0.13
0.02 0.02 0.28
0.37 0.32 0.15
0.19 -0.07 0.34
-0.08 -0.02 0.24
0.10 -0.42 -0.24
-0.08 0.24 0.13
-0.07 0.23 0.23
-0.13 -0.04 -0.33
-0.02 -0.07 -0.07
0.35 0.45 0.66
-0.56 -0.19 0.14
0.17 0.19 -0.05
0.06 -0.24 0.03
-0.14 -0.29 0.21
-0.43 -0.07 -0.59
0.40 0.65 0.20
-0.01 0.08 0.26
0.10 -0.06 -0.03
0.10 -0.05 0.02
-0.31 0.22 0.03
0.10 -0.02 -0.07
0.23 -0.13 0.02
0.33 0.07 -0.38
0.00 0.10 0.04
-0.02 -0.02 0.16
0.14 0.18 0.05
-0.03 -0.34 0.01
-0.04 0.04 -0.02
-0.24 -0.26 0.13
0.04 0.05 0.04
0.03 -0.11 -0.40

**Charge**: -1
**E_tot**: -52760.691 eV
**Maximum force**: 1.745 eV/A

***

(2)
Here is a cluster of 11 separate species, C4H31N2O10 in total from the Open Molecules 2025 dataset. Energies are from ωB97M-V/def2-TZVPD.

Each line ends with the Mulliken charge.
Geometry (Å):
C1 2.39451 -1.40919 -2.91660  -1.428
C2 1.69765 -0.52539 -1.85689  0.794
C3 0.83032 0.59234 -2.54611  -0.823
N1 -0.93375 1.67931 -0.49251  -0.394
C4 -1.36131 0.58226 -1.20929  -0.523
N2 -0.58589 0.30795 -2.36155  -0.297
H1 3.33785 -1.03036 -3.28425  0.424
H2 2.63126 -2.35009 -2.39791  0.326
H3 1.72221 -1.63074 -3.73908  0.292
H4 2.52753 0.09515 -1.47683  -0.213
H5 1.13806 -1.06775 -1.10886  0.026
H6 1.03530 0.49496 -3.61636  0.479
H7 1.09787 1.59422 -2.21752  -0.012
H8 -1.22007 1.83969 0.45537  0.102
H9 -0.25990 2.36822 -0.77089  0.256
H10 -2.20911 -0.05889 -1.08312  0.678
H11 -0.85848 -0.54888 -2.82847  0.430
H12 -4.44660 -1.44920 0.87033  0.265
H13 -4.54895 -0.12269 1.67317  0.263
O1 -3.95638 -0.67309 1.15245  -0.533
H14 0.69110 1.11190 4.53727  0.310
H15 0.43046 -0.38614 4.07554  0.303
O2 0.06826 0.39222 4.48111  -0.656
H16 0.43235 -3.74233 1.56894  0.282
H17 0.59869 -3.94164 -0.01459  0.289
O3 0.58347 -3.32332 0.71983  -0.563
H18 -0.79621 -2.80766 -4.00213  0.263
H19 -1.55747 -2.65870 -2.72655  0.385
O4 -0.69618 -2.43598 -3.11604  -0.579
H20 3.49540 1.29839 0.20721  0.315
H21 3.45692 -0.01875 0.94328  0.316
O5 3.56090 0.92851 1.09653  -0.632
H22 2.42075 3.75292 -0.07857  0.301
H23 1.44263 4.47367 -0.95926  0.292
O6 1.92772 3.64213 -0.90094  -0.594
H24 -2.89317 -2.88091 -0.18533  0.266
H25 -1.54963 -2.43829 -0.84786  0.262
O7 -2.45030 -2.74731 -1.02310  -0.686
H26 0.94262 0.93274 1.87831  0.281
H27 2.26818 1.45581 2.56072  0.288
O8 1.30391 1.44435 2.60668  -0.652
H28 -0.79273 1.89875 3.25660  0.455
H29 -2.01563 2.54981 3.81194  0.290
O9 -1.42725 2.60253 3.05259  -0.646
H30 -1.72909 -0.63648 1.47403  0.161
H31 -0.29988 -1.14478 1.45634  0.155
O10 -0.85194 -0.42690 1.12123  -0.318

Cartesian forces, eV/Å:
-0.64 -1.06 1.32
1.58 2.20 -1.68
-0.80 -1.70 0.64
-0.62 0.77 1.15
1.83 0.10 -1.80
-0.78 0.51 -0.80
0.06 0.44 -0.14
0.07 -0.06 -0.46
0.00 -0.10 -0.17
-0.15 -0.62 0.93
-0.01 -0.01 0.22
-0.07 0.37 0.00
-0.07 -0.06 0.07
-0.17 -0.33 0.07
-0.01 -0.30 -0.72
-0.32 0.48 0.54
0.17 0.41 0.19
-0.28 0.18 0.05
-0.08 -0.11 -0.05
0.41 -0.05 0.05
0.62 -0.32 -0.52
0.70 0.16 -0.31
-1.93 -0.23 1.59
0.00 -0.61 -0.32
-0.07 -0.37 0.37
0.05 1.00 -0.03
0.33 0.11 0.00
0.06 0.07 0.11
-0.52 -0.70 -0.45
-0.07 0.06 0.09
0.01 0.05 0.05
0.30 -0.19 -0.28
-0.06 -0.18 0.00
-0.07 -0.09 -0.18
0.08 0.26 0.23
0.24 0.07 0.18
-0.19 0.19 0.59
0.09 -0.16 -0.48
0.13 0.00 -0.35
-0.26 -0.17 -0.73
0.40 0.68 0.35
0.11 -0.01 -0.24
-0.15 0.14 -0.07
-0.05 -0.17 0.22
-0.12 0.24 -0.12
0.03 -0.09 -0.17
0.26 -0.80 1.07

**Charge**: 0
**E_tot**: -28103.492 eV
**Energy above the lowest of the compared OMol25 structures with the same formula, charge and spin**: 4.0 kJ/mol
**Maximum force**: 3.190 eV/A
**Spin multiplicity**: 2
**Expectation value of S²**: 0.75

***

(3)
Here is a cluster of 11 separate species, C4H31N2O11 in total from the Open Molecules 2025 dataset. Energies are from ωB97M-V/def2-TZVPD.

Each line ends with the Mulliken charge.
Geometry (Å):
C1 -0.37551 2.40642 -1.87625  -0.530
C2 -0.95269 1.04989 -2.22148  0.602
C3 -2.43456 0.87746 -1.83739  -0.918
N1 -2.62497 0.54672 -0.43407  -0.582
N2 1.05052 2.51945 -2.24553  -0.364
C4 1.97541 2.06511 -1.23956  -0.101
O1 2.24431 2.99659 -0.19238  -0.552
H1 -0.91471 3.16036 -2.45266  0.451
H2 -0.49306 2.58064 -0.80084  0.119
H3 -0.37751 0.27466 -1.69781  -0.688
H4 -0.78913 0.71687 -3.25381  0.334
H5 -3.00364 1.76799 -2.10709  0.473
H6 -2.82347 0.05322 -2.44373  0.296
H7 -1.92302 -0.09188 -0.07828  0.219
H8 -2.68612 1.36207 0.16066  0.349
H9 1.16316 3.47966 -2.52941  0.238
H10 1.55924 1.15982 -0.81397  -0.015
H11 2.94039 1.97150 -1.73418  0.302
H12 1.70251 2.81640 0.58189  0.344
H13 -0.07380 1.13879 2.60392  0.281
O2 -1.03472 1.02627 2.59191  -0.811
H14 -0.62838 2.68645 1.89197  0.386
H15 -0.51810 4.10494 2.32054  0.305
O3 -0.65785 3.59436 1.51226  -0.655
H16 -0.06789 -3.28744 -3.64543  0.294
H17 1.16320 -2.55099 -3.06126  0.391
O4 0.74979 -2.84776 -3.88851  -0.668
H18 -1.90688 -1.49876 3.85916  0.315
H19 -2.40626 -1.48688 2.44787  0.321
O5 -2.55637 -1.93337 3.29255  -0.654
H20 -1.11636 0.34581 1.86501  0.182
H21 -0.27644 -1.84991 1.75197  0.066
O6 -0.35988 -1.08240 1.17529  -0.297
H22 -0.72872 -1.83168 -1.64259  0.212
H23 -0.34659 -1.73539 -0.04295  0.204
O7 -0.30219 -2.34838 -0.95127  -0.696
H24 1.03715 -0.18587 1.33281  0.267
H25 2.31555 -0.80127 1.93559  0.293
O8 2.00557 0.02100 1.54506  -0.699
H26 2.86561 -2.93906 -1.46445  0.286
H27 1.68273 -2.07499 -0.96572  0.392
O9 2.48061 -2.06058 -1.52525  -0.734
H28 0.52690 -1.22767 4.50482  0.310
H29 1.20789 -0.20517 3.57949  0.392
O10 1.38135 -0.85342 4.27669  -0.654
H30 1.25765 -3.54139 1.15127  0.273
H31 0.32772 -4.01061 -0.03484  0.380
O11 0.74155 -4.27758 0.80001  -0.658

Cartesian forces, eV/Å:
0.50 -0.41 -0.27
-0.01 -0.89 -0.04
0.89 -0.49 -0.02
-0.69 0.23 0.16
-1.12 -0.09 -0.07
0.03 1.06 -0.29
-0.03 0.26 0.15
-0.10 0.16 0.24
-0.32 0.25 -0.08
-0.08 0.12 0.31
-0.06 0.77 -0.22
-0.09 0.04 0.12
-0.16 0.04 0.01
0.02 0.07 -0.05
0.20 -0.04 -0.02
0.80 0.08 0.14
0.42 -0.46 -0.12
0.01 -0.62 0.12
-0.14 -0.02 -0.13
-0.02 -0.27 0.23
0.16 0.13 -0.40
-0.69 0.33 -0.57
-0.06 0.30 -0.30
0.44 -0.40 0.76
0.05 0.01 0.24
-0.04 -0.02 0.02
0.08 0.04 -0.24
-0.21 -0.01 -0.02
-0.02 -0.16 -0.11
0.21 0.17 0.09
0.31 -0.01 0.63
-0.15 0.05 0.12
-0.26 0.11 -0.19
0.05 -0.10 0.00
-0.14 -0.50 -0.59
0.05 0.45 0.42
0.86 -0.56 -0.01
0.09 -0.02 -0.04
-0.84 0.51 0.07
-0.07 -0.05 0.11
-0.07 -0.08 -0.29
0.05 0.08 -0.02
-0.05 0.04 -0.05
0.10 -0.17 -0.01
0.08 0.00 0.13
-0.28 -0.03 -0.45
0.08 0.57 0.22
0.23 -0.52 0.29

**Charge**: -1
**E_tot**: -30156.343 eV
**Energy above the lowest of the compared OMol25 structures with the same formula, charge and spin**: 12.0 kJ/mol
**Maximum force**: 1.125 eV/A

***

(4)
Here is a cluster of 11 separate species, C4H31N2O11 in total from the Open Molecules 2025 dataset. Energies are from ωB97M-V/def2-TZVPD.

Each line ends with the Mulliken charge.
Geometry (Å):
C1 -1.84022 -0.95980 -2.14075  -0.282
C2 -0.66013 -0.07660 -2.69642  0.167
C3 0.51926 -0.96369 -3.02435  -0.974
N1 1.20757 -1.61829 -1.94382  -0.427
N2 -2.63937 -0.13164 -1.25524  -0.008
C4 -2.26107 -0.04457 0.12921  -0.110
O1 -2.09808 -1.38940 0.54624  -0.541
H1 -2.52308 -1.25186 -2.93890  0.499
H2 -1.50115 -1.86549 -1.63159  -0.213
H3 -0.36917 0.54939 -1.84983  -0.155
H4 -1.09392 0.49799 -3.50666  0.454
H5 0.30987 -1.62880 -3.86916  0.363
H6 1.28304 -0.28095 -3.41799  0.420
H7 1.59559 -1.02729 -1.21435  0.344
H8 0.66741 -2.34219 -1.47727  0.283
H9 -3.62583 -0.36952 -1.36397  0.365
H10 -1.29085 0.46511 0.23869  -0.007
H11 -2.99714 0.50660 0.70582  0.352
H12 -1.18926 -1.53125 0.90228  0.468
H13 0.40640 -2.14742 2.37089  0.342
O2 0.36017 -2.42128 1.44090  -1.009
H14 -0.24627 -3.53768 0.26512  0.392
H15 -1.45614 -3.63394 -0.61330  0.322
O3 -0.68965 -4.15609 -0.37268  -0.695
H16 -1.22103 3.38276 -0.40862  0.357
H17 -0.45507 3.39718 -1.80519  0.290
O4 -0.75411 3.91625 -1.06618  -0.671
H18 2.14260 -3.17361 1.24030  0.395
H19 3.18618 -3.36820 0.08112  0.312
O5 3.07509 -3.36958 1.03520  -0.662
H20 0.79544 -1.59996 1.02392  0.424
H21 2.78864 -0.82106 0.92967  0.182
O6 1.91031 -0.44094 1.09471  -0.967
H22 2.81207 2.23479 -0.07687  0.291
H23 2.07980 0.88003 0.23633  0.395
O7 2.01289 1.72852 -0.32397  -0.768
H24 -0.88550 1.52311 2.78080  0.331
H25 0.06232 1.78715 1.67776  0.198
O8 -0.89556 1.72354 1.83183  -0.629
H26 -2.28880 3.17042 2.11569  0.303
H27 -0.87649 3.67969 2.39200  0.364
O9 -1.74436 3.97631 2.08012  -0.600
H28 1.59345 -0.69539 2.66911  0.443
H29 2.48112 -0.19251 3.91306  0.283
O10 1.58395 -0.45886 3.64353  -0.724
H30 1.19167 3.29275 0.46200  0.374
H31 0.37240 4.58149 0.39345  0.378
O11 1.16500 4.20478 0.79738  -0.654

Cartesian forces, eV/Å:
-0.64 1.07 -0.51
-1.18 -0.67 1.61
1.86 0.40 -0.80
-1.11 -0.44 0.32
-0.26 -2.15 -0.33
1.62 -0.36 0.52
-0.25 0.55 0.34
0.26 -0.12 -0.12
0.36 0.27 0.13
0.13 0.36 -0.31
0.48 0.26 -0.24
-0.17 -0.29 0.44
-0.17 0.15 -0.21
0.03 0.44 -0.15
0.13 -0.37 -0.29
-0.11 0.85 -0.23
-0.52 0.06 -0.22
-0.22 -0.15 -0.08
-0.27 -0.21 0.01
-0.12 -0.53 0.14
-0.61 0.91 -0.03
-0.32 -1.02 -0.20
-0.48 -0.22 -0.03
0.60 0.94 0.21
0.14 -0.08 -0.27
0.11 -0.57 -0.09
-0.69 0.65 0.23
0.41 -0.13 -0.37
-0.27 -0.02 -0.02
0.05 0.03 0.31
1.00 -0.01 0.26
-0.38 -0.16 0.24
-0.02 -0.13 -1.13
-0.55 -0.29 -0.34
-0.38 0.19 -0.01
0.59 0.08 0.39
-0.18 -0.23 -0.09
0.02 -0.04 -0.38
1.19 -1.25 0.70
0.52 0.75 -0.03
-0.36 0.32 -0.34
-0.75 0.55 0.26
1.07 1.13 0.51
-0.63 -0.32 -0.55
-0.34 -0.31 0.43
0.13 0.28 -0.22
0.28 -0.07 -0.08
0.03 -0.10 0.61

**Charge**: 0
**E_tot**: -30150.117 eV
**Maximum force**: 2.193 eV/A
**Spin multiplicity**: 2
**Expectation value of S²**: 0.76

***

(5)
Here is a cluster of 11 separate species, C4H31N2O11S in total from the Open Molecules 2025 dataset. Energies are from ωB97M-V/def2-TZVPD.

Each line ends with the Mulliken charge.
Geometry (Å):
N1 1.03442 0.13184 0.82564  -0.017
C1 -0.31332 0.45004 0.09692  2.657
C2 -0.07294 0.71982 -1.34182  -0.724
S1 0.44680 -0.71337 -2.26120  -0.180
C3 -0.75822 1.72231 0.72925  -0.976
N2 -1.91361 1.74076 1.53948  0.041
C4 -2.42595 0.61855 2.31686  -0.658
O1 -0.21469 2.76924 0.38606  -0.641
H1 1.77892 0.19238 -0.02878  0.033
H2 1.15854 -0.81525 1.23978  0.503
H3 1.15556 0.81280 1.68941  0.493
H4 -1.02059 -0.39471 0.28347  -1.334
H5 0.36725 1.61235 -1.82624  0.209
H6 -1.08694 1.01923 -1.78424  0.280
H7 1.59362 -0.96842 -1.57597  0.211
H8 -2.23782 2.67453 1.76576  0.324
H9 -1.98907 -0.34114 2.11030  0.237
H10 -3.48510 0.62365 2.25544  0.392
H11 -2.18284 0.72238 3.38195  0.289
H12 -4.70675 2.18486 -0.51925  0.261
H13 -3.86470 1.85112 -1.80914  0.259
O2 -3.93058 1.85970 -0.90394  -0.521
H14 1.07468 -5.15440 0.75898  0.255
H15 1.87934 -5.00380 -0.50677  0.312
O3 1.23719 -4.59997 0.13798  -0.552
H16 2.57688 3.71091 -1.02458  0.280
H17 1.07104 3.38093 -1.47747  0.229
O4 2.00285 3.14253 -1.48058  -0.623
H18 0.55452 0.86066 3.75892  0.327
H19 0.69473 2.23384 3.07771  0.336
O5 1.12059 1.42656 3.25701  -0.700
H20 -2.51578 -3.45424 2.06930  0.246
H21 -1.54420 -4.41650 1.39239  0.220
O6 -1.67405 -3.53755 1.63256  -0.554
H22 -1.66390 -2.32563 0.41163  0.367
H23 -1.53306 -2.22442 -1.03780  0.320
O7 -1.97360 -1.82733 -0.34210  -0.584
H24 -0.66411 -2.12544 1.79103  0.198
H25 0.32632 -2.24555 2.97346  0.294
O8 -0.25788 -1.58124 2.46852  -0.572
H26 0.55995 1.41006 -5.04689  0.266
H27 -0.74319 1.62525 -4.44044  0.251
O9 0.10462 1.52730 -4.19090  -0.515
H28 3.81626 -1.77891 0.98386  0.260
H29 2.98542 -2.85914 0.30191  0.283
O10 3.21320 -1.87399 0.31627  -0.519
H30 4.04454 0.51596 -1.04807  0.259
H31 2.77474 1.54768 -1.41965  0.320
O11 3.02909 0.74106 -1.01638  -0.541

Cartesian forces, eV/Å:
1.26 0.66 -1.50
1.05 -0.78 2.40
-2.28 0.79 -2.86
0.47 -1.15 -0.03
-2.62 1.88 0.63
2.38 -0.68 -0.96
0.55 0.84 0.89
-0.29 -0.26 0.66
-0.72 0.48 2.69
-0.77 0.76 -0.66
0.32 -1.28 -1.85
0.83 1.06 -0.69
0.87 -0.56 1.58
0.67 -1.16 0.69
-0.40 0.11 -0.34
0.15 -0.24 -0.01
-0.06 -0.03 -0.79
-0.99 -0.37 -0.25
-0.01 0.34 0.02
-1.83 0.78 -0.07
-0.65 0.31 -3.09
2.44 -1.08 3.10
-1.40 -5.99 6.30
-1.20 0.40 1.11
2.70 5.60 -7.40
0.46 1.61 1.04
0.33 0.53 0.63
-0.52 -1.71 -1.67
-0.79 -0.36 0.57
-1.07 1.73 -0.06
1.75 -1.10 -0.39
-0.57 -0.13 0.26
0.16 -2.39 -0.74
0.06 1.58 0.72
-0.43 -0.60 0.06
1.48 -1.02 -2.65
-1.83 1.23 1.74
0.04 -0.43 0.22
-1.49 1.46 -1.08
2.16 -0.98 1.80
0.01 0.03 0.76
-4.82 0.63 -1.20
4.66 -0.34 0.24
2.55 0.36 2.70
0.35 1.99 0.04
-3.01 -2.47 -2.60
-3.30 1.04 -0.17
-0.05 1.93 -0.91
3.40 -3.00 1.11

**Charge**: +1
**E_tot**: -40981.518 eV
**Energy above the lowest of the compared OMol25 structures with the same formula, charge and spin**: 340.6 kJ/mol
**Maximum force**: 9.663 eV/A

***

What is the maximum force in the second record? 3.190 eV/A